The following is a DFT calculation (ωB97M-V with the def2-TZVPD basis set) of C19H28FeIO2 as an isolated structure.

```
51
Properties=species:S:1:pos:R:3:lowdin_charge:R:1
O -1.9992 -2.0976 -0.6903 -0.15
C -1.5980 -3.4865 -0.8520 -0.15
C -3.0217 -3.9884 -1.0284 -0.06
H -1.1250 -3.8565 0.0645 0.11
H -0.9349 -3.6034 -1.7128 0.12
C -3.3967 -2.5192 -0.7403 -0.56
H -3.3310 -4.6916 -0.2631 0.11
H -3.2407 -4.3295 -2.0440 0.11
C -4.0347 -2.3130 0.6204 -0.02
H -3.4097 -2.7353 1.4157 0.09
H -5.0323 -2.7763 0.6389 0.09
H -4.1526 -1.2402 0.8223 0.09
C -4.1708 -1.8504 -1.8549 -0.02
H -3.6460 -1.9699 -2.8051 0.09
H -4.3154 -0.7923 -1.6318 0.08
H -5.1579 -2.3156 -1.9409 0.09
Fe 2.0833 2.3631 0.4847 0.30
C 2.8731 4.1022 -0.7026 -0.17
C 3.8980 3.1328 -0.4955 -0.16
C 3.4904 1.9225 -1.1613 -0.27
H 4.8501 3.3049 -0.0059 0.12
C 2.1501 2.1240 -1.6639 -0.17
C 1.7874 3.4820 -1.4007 -0.15
H 0.8899 3.9752 -1.7667 0.12
H 2.9573 5.1555 -0.4418 0.12
H 4.1233 1.0779 -1.3878 0.08
H 1.5987 1.4247 -2.2864 0.11
C 2.0693 4.0580 1.9722 -0.14
C 0.9005 4.1458 1.1445 -0.16
C 0.1712 2.9178 1.2564 -0.14
H 0.5618 5.0265 0.6036 0.12
C 0.8522 2.1093 2.2423 -0.26
C 2.0415 2.8064 2.6457 -0.23
H 2.7442 2.4830 3.4069 0.10
H 2.8216 4.8327 2.1177 0.12
H -0.7793 2.6839 0.7903 0.12
H 0.4449 1.2225 2.7082 0.10
O -0.3926 -1.8979 1.3867 -0.16
C -0.4023 -0.6815 0.6208 -0.23
C 0.4011 -0.8776 -0.6658 -0.19
H 0.0980 0.0762 1.2498 0.04
H -1.4272 -0.3513 0.4418 0.12
C 1.2886 -2.0994 -0.3711 -0.21
H 0.9969 0.0080 -0.9044 0.04
H -0.2790 -1.0972 -1.4875 0.10
C 0.8550 -2.5551 1.0347 -0.22
H 2.3396 -1.7971 -0.3401 0.01
H 1.1361 -2.8803 -1.1241 0.10
H 1.6151 -2.2267 1.7648 0.06
H 0.7339 -3.6480 1.1113 0.11
I 3.0738 0.2429 1.2254 0.84
```

Computed properties:
Frontier orbital gap (spin up / spin down), eV: 7.77 / 6.82
Spin multiplicity: 6
Charge: 0
LUMO (spin up / spin down), eV: 0.58 / -0.71
Max |F|, Eh/bohr: 0.060
Energy relative to the best compared isomer or geometry (same formula, charge and spin), kcal/mol: 17.9
Calculated total energy, hartree: -2452.48353

The following is a DFT calculation (ωB97M-V with the def2-TZVPD basis set) of C19H28IrN5PS4 as an isolated structure.

```
58
Properties=species:S:1:pos:R:3:lowdin_charge:R:1
Ir -0.1379 -0.4717 -0.1549 0.73
C 4.3187 -1.4990 -1.3134 -0.12
C 2.9965 -0.8184 -1.0798 -0.72
S 1.7405 -1.8488 -0.3819 0.61
C 2.7384 0.4618 -1.3751 -0.73
C 3.7291 1.3893 -2.0221 -0.11
S 1.1462 1.1922 -1.1622 0.61
H 4.3392 -2.4786 -0.8381 0.06
H 5.1423 -0.9151 -0.9007 0.08
H 4.5102 -1.6426 -2.3787 0.09
H 4.7532 1.0796 -1.8194 0.07
H 3.6009 2.4114 -1.6636 0.07
H 3.5916 1.4047 -3.1061 0.09
N -1.3322 2.7328 0.0944 0.13
C -2.0860 1.8062 0.7055 -0.69
N -1.7897 0.5195 0.7224 -0.11
C -2.7562 -0.2323 1.3707 -0.35
C -3.7982 0.4796 1.8439 -0.32
S -3.5830 2.1582 1.4910 1.10
C -2.4895 -1.6640 1.4184 -0.35
C -3.1942 -2.6371 2.0260 -0.32
S -2.4937 -4.1738 1.6815 1.11
C -1.2657 -3.4025 0.7347 -0.68
N -1.3776 -2.0916 0.6923 -0.07
N -0.3419 -4.1235 0.0766 0.10
H -0.3880 2.4589 -0.1697 -0.02
H -1.4726 3.7045 0.3142 0.11
H -4.6610 0.1338 2.3867 0.09
H -4.0736 -2.5491 2.6405 0.09
H -0.2150 -5.0888 0.3291 0.11
H 0.4724 -3.6379 -0.2909 -0.03
C -0.8869 0.3207 -3.5266 -0.27
P -1.2218 -0.7949 -2.1425 0.66
C -0.9912 -2.4323 -2.8830 -0.24
C -3.0256 -0.6600 -1.9601 -0.22
H -1.5489 0.0521 -4.3515 0.06
H 0.1528 0.2306 -3.8349 0.04
H -1.0637 1.3551 -3.2363 0.04
H -1.5849 -2.5157 -3.7941 0.06
H -1.2887 -3.2156 -2.1871 0.03
H 0.0636 -2.5664 -3.1254 0.05
H -3.5042 -0.9120 -2.9070 0.06
H -3.2986 0.3605 -1.6890 0.05
H -3.3909 -1.3398 -1.1900 0.04
N 0.8007 -0.0784 1.8798 -0.03
C 1.0150 1.2697 2.3229 -0.32
C 0.0944 1.8501 3.1856 -0.06
C 0.2538 3.1700 3.5802 -0.08
C 1.3369 3.9058 3.1193 -0.08
C 2.2634 3.3107 2.2741 -0.06
C 2.1079 1.9931 1.8702 -0.06
H 0.2154 -0.5658 2.5526 0.10
H 1.6655 -0.6113 1.7859 0.05
H -0.7453 1.2682 3.5539 0.11
H -0.4607 3.6167 4.2592 0.11
H 1.4696 4.9320 3.4340 0.11
H 3.1179 3.8747 1.9243 0.11
H 2.8314 1.5245 1.2142 0.10
```

Computed properties:
Frontier orbital gap, eV: 6.84
Charge: +1
LUMO, eV: -2.58
Max |F|, Eh/bohr: 0.019
Energy relative to the best compared isomer or geometry (same formula, charge and spin), kcal/mol: 9.9
Calculated total energy, hartree: -3053.01285

The following is a DFT calculation (ωB97M-V with the def2-TZVPD basis set) of C19H28MgN4S2 as an isolated structure.

```
54
Properties=species:S:1:pos:R:3:lowdin_charge:R:1
Mg -0.5928 0.4487 0.3166 0.60
S 0.7499 -1.8286 0.5487 0.85
S -0.7593 1.0642 -2.2326 0.84
C 1.2225 -3.3626 -0.3190 -0.30
C -0.8174 -2.5110 1.1385 -0.44
C -1.8454 -2.4400 0.0272 -0.24
N -2.2058 -1.0186 -0.3494 -0.11
C -2.5244 -1.0132 -1.8261 -0.26
C -2.4096 0.3516 -2.4897 -0.43
H -1.1548 -2.0010 2.0374 0.08
H -0.6087 -3.5501 1.3655 0.08
H -2.7491 -3.0202 0.2669 0.14
H -1.4140 -2.9121 -0.8744 0.11
H -3.5473 -1.3922 -1.9894 0.14
H -1.8181 -1.7118 -2.3301 0.11
H -3.1419 1.0545 -2.0685 0.09
H -2.6149 0.2312 -3.5539 0.10
C 0.2785 -0.1060 -3.1720 -0.30
H -3.0966 -0.7992 0.1147 0.13
H 0.1872 -1.0914 -2.7048 0.02
H 1.3172 0.2340 -3.0709 0.04
H 0.0070 -0.1517 -4.2389 0.08
H 2.3109 -3.3339 -0.4200 0.06
H 0.7587 -3.4565 -1.3040 0.05
H 0.9210 -4.1775 0.3428 0.06
C -3.0138 1.8951 2.1560 -0.09
C -2.1210 2.8550 2.4521 -0.03
H -3.2344 1.1122 2.9048 0.06
H -3.7002 1.9111 1.3016 0.07
H -1.6209 2.8802 3.4377 0.08
H -1.9567 3.7442 1.8297 0.08
C 4.4605 2.2379 -2.7808 -0.04
C 4.7381 1.2309 -1.8435 -0.05
C 3.8375 0.9261 -0.8076 -0.01
C 2.5824 1.5690 -0.7487 -0.28
C 2.3120 2.6204 -1.6728 -0.05
C 3.2710 2.9889 -2.6313 -0.05
N 1.6035 1.2527 0.2247 0.02
N 2.1510 1.0673 1.3797 0.11
C 1.3347 0.8917 2.4980 -0.29
C 1.9113 0.9753 3.7823 0.05
C 1.0803 0.8959 4.8810 0.01
C -0.2965 0.6579 4.7087 0.00
C -0.7526 0.4339 3.4298 -0.17
N 0.0043 0.5921 2.3485 0.02
H 5.1914 2.5111 -3.5583 0.13
H 5.6816 0.6815 -1.9011 0.12
H 4.0613 0.2165 -0.0113 0.11
H 1.3595 3.1771 -1.5601 0.11
H 3.0932 3.8762 -3.2668 0.13
H 2.9969 1.0876 3.7965 0.14
H 1.4851 0.9990 5.8900 0.14
H -0.9986 0.5955 5.5204 0.13
H -1.7946 0.2185 3.2400 0.08
```

Computed properties:
Frontier orbital gap, eV: 7.11
Charge: +2
LUMO, eV: -7.41
Max |F|, Eh/bohr: 0.067
Calculated total energy, hartree: -1955.77112

The following is a DFT calculation (ωB97M-V with the def2-TZVPD basis set) of C19H28N2O3 as an isolated structure.

```
52
Properties=species:S:1:pos:R:3:lowdin_charge:R:1
C -4.8538 -0.1065 0.0754 0.00
C -4.1088 -0.8852 -1.1256 -0.29
C -2.9863 -1.4887 -1.0078 -0.10
C -2.2975 -1.7389 0.2656 -0.31
N -1.7690 -0.5984 0.5464 -0.13
C -1.3292 -0.4898 2.1025 -0.11
C 0.0268 -1.1596 2.3565 -0.04
N 1.0061 -0.3387 1.1620 -0.17
C 0.5118 -0.5005 -0.1769 -0.10
H 0.5630 -1.6422 -0.3670 0.15
C -0.8840 0.3083 -0.2332 -0.26
C -0.8220 1.7304 -0.2456 -0.24
C -2.0567 2.1336 -0.3829 -0.07
O -1.9589 3.8101 -0.2704 0.01
H -1.5212 3.9990 0.3538 -0.15
H -2.6242 1.9976 -1.0853 0.04
H -2.6927 1.8329 0.6062 0.19
H -0.1034 1.9394 -0.8618 0.09
H -0.1482 2.0072 0.7433 0.20
H -1.2319 -0.0836 -1.1341 0.12
H 1.2262 -0.0382 -0.8423 0.12
C 2.2820 -0.7108 1.6011 -0.17
C 3.3389 0.1972 0.7443 -0.20
C 4.2899 -0.3719 0.0717 0.04
C 5.2271 0.5762 -1.0459 -0.08
C 5.2127 1.7967 -0.7601 -0.05
C 4.1202 2.1119 0.0420 -0.21
C 3.2841 1.6382 0.7109 -0.13
H 2.3809 1.8634 1.4576 0.18
H 4.0322 3.3288 0.1817 0.18
H 5.8189 2.5161 -1.3483 0.15
O 6.0924 -0.3911 -1.6266 0.00
C 5.8162 -1.6647 -1.1952 -0.24
O 4.6556 -1.8639 -0.3650 -0.07
H 6.6098 -2.2756 -0.7372 0.14
H 5.5737 -2.0254 -2.1148 0.10
H 2.5708 -1.8430 0.9424 0.18
H 2.6401 -0.7340 2.7795 0.17
H 0.0451 -2.0736 1.9999 0.05
H 0.3575 -0.7716 3.3098 0.10
H -1.1320 0.5642 2.5306 0.12
H -2.1186 -0.8440 2.9473 0.15
H -1.6789 -2.5227 0.1838 0.07
H -3.0593 -2.1823 1.1282 0.19
H -2.8560 -2.0536 -1.9066 0.12
C -4.8334 -0.8716 -2.4438 -0.06
H -5.9410 -1.2356 -2.2623 0.13
H -4.8727 0.0723 -2.7593 0.02
H -4.4911 -1.3446 -3.2856 0.05
H -5.2809 0.9652 -0.2955 0.13
H -5.8085 -0.5443 0.2393 0.05
H -4.2220 0.0060 0.7973 -0.03
```

Computed properties:
Frontier orbital gap, eV: 8.63
Charge: 0
LUMO, eV: 0.67
Max |F|, Eh/bohr: 0.379
Energy relative to the best compared isomer or geometry (same formula, charge and spin), kcal/mol: 517.5
Calculated total energy, hartree: -1075.28014